1.
A molecular structure, C23H26MoN6O8S2, computed with ωB97M-V/def2-TZVPD.

Last column: Löwdin spin population.
Atoms and positions in Å:
1 Mo -0.29 0.21 0.53  1.706
2 N 0.17 -1.66 4.44  -0.001
3 C 0.13 -0.81 3.38  0.005
4 S 0.87 -1.39 1.89  -0.002
5 N -0.36 0.38 3.57  -0.001
6 N -0.25 1.17 2.43  -0.004
7 C -0.11 2.43 2.64  0.031
8 C 0.26 3.37 1.62  0.001
9 C 0.25 4.74 1.93  0.007
10 C 0.71 5.68 1.04  -0.003
11 C 1.24 5.25 -0.18  0.007
12 C 1.28 3.92 -0.51  -0.003
13 C 0.79 2.96 0.38  0.014
14 O 0.87 1.68 0.02  0.053
15 H 0.28 -2.64 4.26  0.000
16 H -0.36 -1.39 5.26  0.000
17 H -0.21 2.78 3.66  0.002
18 H -0.14 5.05 2.89  0.000
19 H 0.68 6.73 1.29  0.000
20 H 1.61 5.98 -0.89  0.000
21 H 1.66 3.57 -1.46  0.000
22 C -4.18 1.80 -2.59  0.001
23 C -2.95 0.92 -2.34  0.002
24 C -2.23 0.59 -3.65  0.000
25 O -3.33 -0.28 -1.68  0.000
26 C -1.99 1.69 -1.44  0.008
27 O -1.44 2.69 -1.84  -0.001
28 O -1.83 1.20 -0.22  0.033
29 H -4.86 1.29 -3.27  0.000
30 H -3.88 2.75 -3.03  0.000
31 H -4.69 1.99 -1.65  0.000
32 H -2.91 0.07 -4.32  0.000
33 H -1.36 -0.04 -3.45  0.000
34 H -1.89 1.51 -4.13  0.000
35 H -3.88 -0.79 -2.29  0.000
36 O -1.97 -1.00 1.09  0.024
37 C -2.40 -1.98 0.47  0.013
38 C -1.85 -2.60 -0.70  0.006
39 C -2.48 -3.77 -1.14  0.000
40 C -2.04 -4.39 -2.27  0.005
41 C -0.97 -3.88 -3.02  0.005
42 C -0.35 -2.73 -2.61  0.003
43 C -0.78 -2.04 -1.45  0.008
44 O -0.18 -0.94 -1.15  0.068
45 N -2.70 -5.62 -2.72  0.001
46 O -3.63 -6.04 -2.06  0.002
47 O -2.30 -6.13 -3.75  0.000
48 H -3.31 -2.46 0.88  0.000
49 H -3.31 -4.19 -0.59  0.000
50 H -0.64 -4.40 -3.91  0.000
51 H 0.48 -2.30 -3.16  0.000
52 C 4.45 -2.56 1.39  0.000
53 N 4.17 -1.15 1.43  0.000
54 C 4.49 -0.34 2.59  0.000
55 C 3.78 0.98 2.27  0.000
56 N 3.66 0.89 0.82  0.000
57 C 3.69 -0.41 0.41  0.001
58 S 3.15 -0.94 -1.07  0.007
59 H 3.85 -3.09 2.13  0.000
60 H 5.50 -2.76 1.58  0.000
61 H 4.19 -2.93 0.40  0.000
62 H 5.57 -0.20 2.68  0.000
63 H 4.12 -0.80 3.51  0.000
64 H 4.35 1.85 2.57  0.000
65 H 2.79 1.02 2.74  0.000
66 H 3.02 1.48 0.32  0.000

The calculation puts the HOMO-LUMO gap (spin up / spin down) at 6.73 / 6.94 eV. Its spin multiplicity is 3.

=====

2.
2 unconnected molecules or ions with the total composition CH6N4O2, computed with ωB97M-V/def2-TZVPD.

Last column: natural (NBO) charge in e.
Atoms and positions in Å:
1 C 0.38 -0.57 -0.26  0.488
2 H -1.41 2.24 -0.91  0.410
3 H -2.12 1.37 0.93  0.362
4 H 0.71 1.46 0.13  0.383
5 H -0.07 -2.51 -0.04  0.400
6 H -1.67 -0.35 -0.02  0.494
7 H 3.26 -0.37 0.04  0.489
8 N -1.31 1.29 -0.21  -0.729
9 N 0.02 0.88 0.04  -0.449
10 N -0.50 -1.63 -0.46  -0.363
11 N 1.69 -0.86 -0.15  -0.278
12 O -1.60 -1.22 0.59  -0.602
13 O 2.62 0.27 0.32  -0.606

The calculation puts the HOMO-LUMO gap at 8.97 eV. Its spin multiplicity is 1.

=====

3.
A single CH2ClNO3S2 molecule, computed with ωB97M-V/def2-TZVPD.

Last column: natural (NBO) charge in e.
Atoms and positions in Å:
1 C 1.51 -0.08 -0.02  -0.776
2 N -0.99 -0.42 0.70  -0.919
3 O 0.33 -2.00 -1.04  -0.885
4 O -0.48 2.18 0.92  -0.850
5 O -1.44 1.57 -1.16  -0.816
6 S 0.53 -1.54 0.33  1.420
7 S -0.75 1.10 0.02  2.159
8 Cl -2.61 -0.95 0.69  0.179
9 H 2.18 0.37 0.66  0.231
10 H 1.72 -0.25 -1.10  0.258

The calculation puts the HOMO-LUMO gap (spin up / spin down) at 8.14 / 8.14 eV. Its spin multiplicity is 1.

=====

4.
A molecular structure, C8H10AsF6N4S5SbZn, computed with ωB97M-V/def2-TZVPD.

Last column: Löwdin spin population.
Atoms and positions in Å:
1 Zn 0.54 -0.70 2.16  0.022
2 C -1.84 1.42 -0.83  0.028
3 C -1.27 0.64 0.34  0.193
4 N -0.03 0.30 0.57  0.190
5 N 1.02 0.88 -0.16  -0.002
6 C 2.24 0.98 0.46  0.036
7 N 3.18 1.70 -0.26  0.027
8 S 2.51 0.46 2.05  0.012
9 C -2.24 0.06 1.24  0.120
10 C -3.58 0.35 1.36  0.056
11 C -4.38 -0.25 2.34  0.049
12 C -3.84 -0.94 3.42  0.103
13 C -2.45 -1.11 3.36  0.010
14 N -1.73 -0.69 2.29  0.123
15 H -2.12 0.72 -1.62  0.012
16 H -2.81 1.91 -0.60  0.003
17 H -1.16 2.14 -1.28  0.002
18 H 0.77 0.98 -1.10  0.000
19 H 3.20 1.49 -1.25  0.001
20 H 3.98 2.13 0.16  0.001
21 H -4.11 0.94 0.54  0.003
22 H -5.47 -0.17 2.21  0.001
23 H -4.45 -1.36 4.19  0.007
24 H -1.82 -1.39 4.25  -0.001
25 S 1.26 -4.30 -1.42  0.001
26 Sb 2.50 -2.62 -0.26  0.000
27 S 2.56 -3.95 2.71  0.002
28 S 0.90 -3.09 1.88  0.003
29 S 3.94 -4.09 1.16  0.000
30 F 2.79 -0.55 -3.64  0.000
31 As 2.13 1.05 -4.03  0.000
32 F 0.86 0.42 -5.06  0.000
33 F 0.85 1.00 -2.72  0.000
34 F 1.47 2.68 -4.32  0.000
35 F 3.30 1.79 -2.87  0.000
36 F 3.33 1.19 -5.28  0.000

The calculation puts the HOMO-LUMO gap (spin up / spin down) at 5.30 / 6.52 eV. Its spin multiplicity is 2. As for the net charge: -1.

=====

no.,electronic energy (Eh)
1,-2687.1196
2,-410.8959
3,-1576.1423
4,-7375.6120